# C3H2CuFO2

A structure of composition C3H2CuFO2 in a non-equilibrium geometry (ωB97M-V with the def2-TZVPD basis set, the OMol25 dataset).

The geometry in XYZ format:
```
9
Properties=species:S:1:pos:R:3:forces:R:3
Cu 0.41317 0.90074 2.88386 -1.465 -0.767 0.186
F -0.29097 -1.14087 0.41064 -0.519 -0.547 0.110
O -1.11013 0.16813 -1.24916 0.701 -0.168 -0.757
O 1.16119 1.23247 1.27345 2.142 0.420 -1.540
C 0.67981 0.96953 0.11351 -1.810 0.990 0.588
C -2.36713 0.20031 -1.33691 -0.439 -0.055 0.231
C -0.39637 0.11108 -0.03613 0.537 -0.207 0.451
H -1.00966 0.33651 2.10940 0.538 0.398 0.382
H 0.85536 1.65234 -0.73128 0.313 -0.063 0.349
```
Positions in Å, forces in eV/Å.

Computed properties:
- spin multiplicity = 3
- HOMO energy (spin up / spin down) (eV) = -7.225 / -8.218
- E (Eh) = -2006.00653
- ⟨S²⟩ = 2.024
- orbital gap (spin up / spin down) (eV) = 6.19 / 5.88
- net charge = 0
- LUMO level (spin up / spin down) (Eh) = -0.0379 / -0.0860